1.
C4H4O | wB97M-V/def2-TZVPD

Structure (XYZ):
```
9
Properties=species:S:1:pos:R:3:forces:R:3
C -2.2554 -0.3152 0.2634 -0.53 -0.10 -0.13
C -1.1124 0.1033 -0.1006 1.13 -0.02 0.62
C 0.0568 0.9717 -0.6901 -0.89 -2.48 -2.56
C 0.3120 -0.2173 0.0465 -1.18 -1.70 0.26
O 0.9551 -1.3847 -0.1211 0.16 0.06 0.06
H 0.0191 0.9137 -1.8297 0.51 0.87 1.54
H 0.0739 1.7966 -0.0607 0.41 2.14 0.17
H 1.2977 0.2235 1.9894 0.38 0.11 0.67
H 0.6533 -2.0917 0.5030 0.02 1.13 -0.63
```
Forces are in eV/Å.

Calculated values
HOMO energy (alpha / beta), Eh: -0.286 / -0.376
Net charge: 0
Multiplicity: 3
LUMO (alpha / beta), eV: -0.16 / -1.52
Relative energy (zero: lowest compared OMol25 entry of this formula, charge and spin), kcal per mole: 126.5

***

2.
H3N2O4 | wB97M-V/def2-TZVPD

Structure (XYZ):
```
9
Properties=species:S:1:pos:R:3:forces:R:3
N 0.5903 -1.5181 0.2559 0.16 -2.50 1.54
N 2.6733 -0.3200 0.1443 0.18 2.74 -0.43
O 1.4631 -0.1073 -0.3338 2.15 0.70 0.05
O -1.0581 1.5424 0.3906 -1.42 3.09 0.12
O -0.6480 -1.3076 0.3207 0.89 -0.25 -1.37
O 3.3949 0.7130 0.1899 -1.80 -2.43 -0.31
H -1.5596 0.8927 -0.0390 -1.21 -1.49 -0.97
H 0.9860 -2.2150 -0.5328 -1.55 1.63 0.53
H -0.3317 1.0522 0.6532 2.60 -1.49 0.85
```
Forces are in eV/Å.

Calculated values
HOMO energy, Eh: -0.121
Net charge: -1
Multiplicity: 1
LUMO, eV: 4.73
Relative energy (zero: lowest compared OMol25 entry of this formula, charge and spin), kcal per mole: 19.6

***

3.
C25H33N4RuS4 | wB97M-V/def2-TZVPD

Structure (XYZ):
```
67
Properties=species:S:1:pos:R:3:forces:R:3
Ru 1.0444 -0.1144 0.2927 -0.82 -0.03 0.06
C 0.7867 -1.6768 -2.4005 0.10 -0.06 -0.03
N 1.0306 -1.9482 -0.9701 0.04 -0.01 0.02
C 2.3072 -2.7041 -0.8985 -0.03 0.01 0.02
C -0.0502 -2.7780 -0.4130 0.02 0.00 -0.03
C -0.5075 -3.9011 -1.0795 -0.02 -0.01 -0.03
C -1.5389 -4.6686 -0.5578 -0.02 0.02 0.05
C -2.1224 -4.2851 0.6412 0.04 -0.01 -0.05
C -1.6570 -3.1767 1.3272 0.00 0.02 0.01
C -0.5856 -2.4196 0.8332 -0.13 -0.02 0.03
N -0.0672 -1.2858 1.4201 0.18 0.15 -0.13
C -0.0544 -0.9680 2.7653 -0.09 -0.02 0.10
C -0.3298 -1.8437 3.8222 0.02 -0.03 -0.01
C -0.2580 -1.4186 5.1380 0.01 0.05 0.01
C 0.0895 -0.1118 5.4429 0.00 -0.04 -0.05
C 0.3977 0.7601 4.4071 0.01 -0.01 0.02
C 0.3452 0.3427 3.0909 0.03 0.08 -0.05
N 0.6744 1.2665 1.9807 -0.07 -0.12 0.15
C 1.8481 2.1162 2.2973 -0.03 -0.03 -0.04
C -0.4789 2.1821 1.8152 0.04 -0.04 0.04
H 0.8789 -2.5924 -2.9904 -0.01 0.00 -0.01
H 1.5549 -0.9819 -2.7392 -0.01 -0.07 0.00
H -0.2055 -1.2600 -2.5365 0.03 -0.03 -0.01
H 2.2509 -3.5858 -1.5449 -0.01 0.01 0.01
H 2.4892 -3.0035 0.1272 0.02 -0.01 0.03
H 3.1143 -2.0511 -1.2232 0.02 -0.01 -0.01
H -0.0608 -4.1906 -2.0217 0.00 0.01 0.00
H -1.8887 -5.5425 -1.0901 -0.01 0.00 0.00
H -2.9539 -4.8480 1.0461 0.00 0.00 0.00
H -2.1513 -2.8687 2.2372 0.02 0.01 0.02
H -0.5470 -2.8803 3.6139 -0.02 0.00 -0.02
H -0.4613 -2.1258 5.9322 0.00 0.00 0.00
H 0.1444 0.2225 6.4698 0.00 0.00 0.00
H 0.6975 1.7722 4.6419 0.01 0.01 0.00
H 1.6087 2.8187 3.0987 0.01 0.03 0.01
H 2.1051 2.6736 1.3983 0.03 0.01 0.00
H 2.6885 1.4879 2.5730 -0.03 0.03 -0.01
H -0.6260 2.7568 2.7344 0.01 0.01 0.00
H -1.3809 1.6227 1.5957 0.06 0.06 0.03
H -0.2683 2.8684 0.9990 -0.03 0.01 -0.08
S 2.8428 -0.9166 1.7580 0.30 -0.09 0.05
S 4.5930 -0.6697 0.7036 -0.06 0.05 -0.05
S 4.4041 1.2661 0.0649 -0.11 0.05 0.05
S 2.6099 1.1041 -1.0028 0.44 0.08 -0.23
C -0.2272 3.6073 -4.0579 0.02 -0.03 -0.04
N 0.5180 2.9013 -2.9891 -0.03 -0.03 0.00
C 0.2933 3.5737 -1.6798 -0.03 -0.03 0.03
C 0.2181 1.3946 -2.9567 0.09 0.02 -0.01
C -0.9571 1.0235 -2.1131 0.01 -0.03 0.03
C -2.2116 1.1687 -2.7215 -0.01 0.01 0.00
C -3.3775 0.8599 -2.0514 0.03 0.00 0.01
C -3.2602 0.3889 -0.7514 0.02 0.00 0.01
C -2.0112 0.2164 -0.1758 -0.02 -0.01 -0.05
C -0.7809 0.4997 -0.8085 0.07 0.04 0.06
H 0.0914 4.6467 -4.0854 -0.01 0.01 -0.01
H -1.2875 3.5488 -3.8264 0.01 0.01 -0.01
H -0.0284 3.1276 -5.0131 0.00 0.01 0.00
H 1.5173 2.9562 -3.1926 0.06 0.00 0.12
H -0.7641 3.4899 -1.4448 -0.01 0.01 0.03
H 0.5851 4.6180 -1.7755 0.04 -0.02 0.00
H 0.8955 3.0586 -0.9356 0.01 0.01 0.02
H 1.1300 0.9433 -2.5804 -0.11 0.06 -0.11
H 0.0972 1.1145 -4.0046 -0.06 0.01 0.00
H -2.2653 1.4998 -3.7551 -0.01 -0.01 0.00
H -4.3421 0.9634 -2.5306 0.00 0.00 0.00
H -4.1457 0.1306 -0.1825 -0.01 0.00 -0.01
H -1.9992 -0.1746 0.8319 0.01 -0.10 0.02
```
Forces are in eV/Å.

Calculated values
HOMO energy (alpha / beta), Eh: -0.232 / -0.230
Net charge: 0
Multiplicity: 2
LUMO (alpha / beta), eV: -0.08 / -0.19

***

4.
C34H56MgN3O3P2 | wB97M-V/def2-TZVPD

Structure (XYZ):
```
99
Properties=species:S:1:pos:R:3:forces:R:3
Mg -0.3592 -0.4564 -0.2183 -0.12 -0.14 0.04
C 1.0486 -3.4658 4.1707 0.05 -0.05 -0.05
C 0.2955 -3.1200 2.8831 -0.05 -0.11 0.04
C 0.7814 -4.0645 1.7788 0.02 -0.02 -0.01
P 0.3253 -1.3889 2.2345 0.11 0.28 -0.08
C -0.5264 -0.2949 3.4727 -0.03 -0.01 0.02
C -0.4702 1.1347 2.9302 0.03 0.07 0.03
C -0.0812 -0.2917 4.9350 0.00 -0.01 0.02
C 2.0545 -0.8598 2.1332 -0.02 0.01 0.00
C 2.9300 -0.9378 3.2263 -0.06 -0.03 0.05
C 4.2324 -0.4807 3.1913 -0.01 0.01 -0.01
C 5.1402 -0.5662 4.3882 0.00 -0.03 0.01
C 4.6538 0.0984 1.9935 0.03 0.02 -0.01
C 3.8263 0.1965 0.8972 0.03 -0.05 0.05
C 2.5014 -0.2912 0.9110 -0.19 0.14 -0.25
N 1.6367 -0.1321 -0.1664 0.47 -0.14 -0.05
C 2.1282 0.3731 -1.3876 -0.14 -0.01 0.15
C 3.2185 -0.1696 -2.0750 0.00 0.00 -0.02
C 3.6306 0.3465 -3.2946 0.05 -0.05 0.01
C 2.9653 1.4054 -3.9046 -0.03 -0.02 0.01
C 3.4213 1.9746 -5.2214 0.01 0.00 -0.02
C 1.8555 1.9203 -3.2438 -0.02 0.04 -0.03
C 1.4329 1.4315 -2.0115 -0.04 0.06 0.01
P -0.0317 2.0637 -1.1184 0.13 -0.14 0.04
C -1.1127 2.8386 -2.3876 0.00 0.05 -0.05
C -1.6734 1.7914 -3.3465 -0.04 -0.02 0.00
C -2.2511 3.5687 -1.6702 -0.05 -0.01 -0.04
C 0.6541 3.5070 -0.1730 -0.02 0.02 0.04
C 1.8195 3.0661 0.7125 0.00 0.01 -0.01
C 1.0987 4.6719 -1.0544 0.03 0.02 0.00
H 0.7157 -4.4460 4.5194 0.00 0.01 0.01
H 0.9056 -2.7568 4.9794 -0.05 0.04 0.02
H 2.1184 -3.5448 3.9729 0.00 0.04 0.00
H -0.7754 -3.3008 3.0436 0.01 0.00 0.04
H 1.7794 -3.7725 1.4397 0.01 0.01 0.01
H 0.1095 -4.0679 0.9241 -0.02 0.01 0.01
H 0.8536 -5.0837 2.1634 -0.02 0.00 0.00
H -1.5690 -0.6343 3.4251 0.00 0.00 0.00
H 0.5508 1.5153 2.9909 -0.02 0.00 0.02
H -1.1060 1.7883 3.5307 0.01 0.00 0.01
H -0.8024 1.2275 1.8916 0.00 -0.06 -0.01
H 0.9989 -0.1770 5.0289 -0.01 0.03 -0.01
H -0.3862 -1.1885 5.4703 0.02 -0.06 -0.03
H -0.5379 0.5576 5.4486 -0.02 -0.02 0.00
H 2.5719 -1.3710 4.1513 0.00 0.01 -0.02
H 4.6516 -1.0826 5.2148 -0.01 0.00 -0.01
H 5.4276 0.4255 4.7423 0.00 0.01 -0.01
H 6.0594 -1.1076 4.1582 0.00 0.00 -0.02
H 5.6606 0.4973 1.9225 0.00 0.01 0.00
H 4.2003 0.6857 0.0101 0.02 0.00 -0.01
H 3.7581 -0.9985 -1.6326 0.00 -0.01 0.01
H 4.4941 -0.0894 -3.7863 0.00 0.00 0.00
H 4.1348 1.3130 -5.7123 0.00 -0.01 0.01
H 3.9111 2.9414 -5.0900 0.00 0.00 0.02
H 2.5824 2.1286 -5.9022 -0.01 0.00 0.01
H 1.3084 2.7346 -3.7092 0.01 -0.01 0.00
H -0.5309 3.5629 -2.9622 -0.03 0.04 0.00
H -2.2660 1.0475 -2.8079 0.01 0.01 0.01
H -0.8888 1.2578 -3.8829 0.00 0.03 0.02
H -2.3237 2.2758 -4.0779 0.00 -0.01 -0.01
H -2.7885 2.8876 -1.0038 0.01 -0.02 -0.01
H -2.9686 3.9503 -2.3992 0.01 0.02 0.00
H -1.9030 4.4120 -1.0745 0.03 0.00 0.00
H -0.1701 3.8343 0.4696 0.01 0.00 0.01
H 2.6812 2.7940 0.1000 -0.01 0.00 0.00
H 1.5803 2.2076 1.3354 0.00 0.01 -0.02
H 2.1201 3.8930 1.3588 0.00 -0.01 0.01
H 1.8862 4.3585 -1.7439 -0.02 -0.02 0.01
H 1.5148 5.4604 -0.4238 0.00 0.00 -0.01
H 0.2890 5.1119 -1.6349 -0.04 -0.01 0.00
C 0.9097 -3.7323 -4.1752 0.02 0.07 -0.01
N 0.4724 -2.3993 -3.7850 0.00 -0.08 0.04
C 0.7964 -1.3209 -4.7132 0.02 -0.05 0.02
C -0.1154 -2.1267 -2.6294 0.00 0.06 0.04
O -0.4694 -0.9850 -2.2974 0.00 0.06 0.07
C -0.3787 -3.2442 -1.6194 -0.02 0.04 -0.01
O -1.0986 -2.6776 -0.5418 -0.08 -0.11 -0.04
C -2.5053 -2.7208 -0.6921 0.02 0.04 -0.02
C -3.0906 -1.4786 -0.0299 0.04 0.05 -0.06
O -2.3489 -0.5060 0.1772 0.03 -0.02 0.01
N -4.3826 -1.4472 0.2725 -0.09 -0.09 -0.01
C -5.3360 -2.5134 -0.0124 0.03 0.09 0.04
C -4.9614 -0.2451 0.8682 -0.02 -0.04 -0.04
H 0.4916 -3.9864 -5.1491 0.01 0.01 -0.02
H 0.5939 -4.4851 -3.4612 0.00 -0.01 0.02
H 1.9979 -3.7558 -4.2424 0.01 -0.01 -0.02
H 0.1558 -1.3831 -5.5939 0.00 0.02 -0.01
H 1.8390 -1.4160 -5.0137 0.00 0.00 -0.02
H 0.6628 -0.3683 -4.2130 0.00 0.03 -0.01
H 0.5618 -3.6225 -1.2159 0.03 0.03 -0.02
H -0.9254 -4.0792 -2.0615 0.00 -0.01 0.01
H -2.8787 -3.6434 -0.2472 -0.02 0.00 0.03
H -2.7927 -2.6972 -1.7496 -0.01 0.00 0.01
H -4.8446 -3.4345 -0.3008 0.02 -0.02 -0.02
H -6.0056 -2.2063 -0.8165 -0.02 -0.01 0.00
H -5.9285 -2.7082 0.8808 -0.01 0.00 0.00
H -4.2410 0.5639 0.8342 0.00 -0.01 0.01
H -5.2401 -0.4473 1.9027 -0.01 0.02 0.01
H -5.8537 0.0302 0.3070 -0.01 0.03 0.01
```
Forces are in eV/Å.

Calculated values
HOMO energy, Eh: -0.321
Net charge: +1
Multiplicity: 1
LUMO, eV: -2.16